[1]
C7H16N3OS | ωB97M-V/def2-TZVPD

Last column: natural (NBO) charge in e.
Atoms and positions in Å:
C1 1.047 1.117 -2.739  -0.102
C2 1.011 -2.052 -0.943  -0.424
C3 0.626 -1.247 0.300  -0.234
C4 1.595 -1.229 -2.099  -0.224
C5 -1.267 0.373 0.770  0.404
C6 -1.941 1.877 2.492  -0.405
C7 0.025 0.502 2.862  -0.428
N1 -0.602 -0.502 0.052  -0.545
N2 0.727 -0.151 -2.493  -0.110
N3 -1.064 0.848 1.969  -0.339
O1 -0.595 -0.542 -2.726  -0.580
S1 -0.073 2.225 -3.199  -0.150
H1 1.768 -2.783 -0.657  0.249
H2 0.138 -2.604 -1.295  0.231
H3 0.464 -1.958 1.112  0.221
H4 1.433 -0.565 0.574  0.212
H5 2.553 -0.791 -1.819  0.226
H6 1.750 -1.901 -2.951  0.230
H7 -2.142 0.774 0.268  0.222
H8 -1.351 2.746 2.783  0.226
H9 -2.673 2.188 1.751  0.226
H10 -2.470 1.506 3.371  0.224
H11 0.895 1.135 2.673  0.225
H12 -0.297 0.672 3.888  0.238
H13 0.307 -0.540 2.765  0.224
H14 -0.975 -0.675 -0.885  0.453
H15 2.091 1.363 -2.589  0.224
H16 -0.981 0.214 -3.237  0.507

Computed properties:
* maximum force: 0.0137 hartree/bohr
* charge: +1
* orbital gap: 9.20 eV
* energy above the lowest of the compared OMol25 structures with the same formula, charge and spin: 21.5 kcal per mole
* DFT total energy: -913.73669 Ha

=====

[2]
C7H16N4O2P | ωB97M-V/def2-TZVPD

Last column: natural (NBO) charge in e.
Atoms and positions in Å:
C1 -1.719 -1.145 -0.013  0.601
C2 0.778 0.206 0.627  0.639
C3 2.943 1.361 0.734  -0.647
C4 1.460 0.956 -1.575  -0.611
C5 -0.946 -2.472 0.084  -0.484
C6 0.369 -2.210 0.943  -0.225
C7 1.600 1.325 -0.072  -0.273
N1 -2.590 -0.570 0.782  -0.878
N2 -0.074 0.458 1.555  -0.743
N3 -3.637 0.830 -1.440  -1.174
N4 1.085 -1.078 0.317  -0.582
O1 -1.420 -0.440 -1.026  -0.718
O2 -1.723 2.018 -0.013  -1.041
P1 -2.504 0.785 -0.272  2.313
H1 3.823 1.868 0.215  0.251
H2 3.095 1.849 1.657  0.251
H3 3.373 0.305 0.806  0.221
H4 0.453 0.655 -1.771  0.236
H5 2.036 0.135 -1.856  0.195
H6 1.636 1.806 -2.206  0.249
H7 -0.561 -2.577 -0.895  0.237
H8 -1.623 -3.324 0.305  0.273
H9 0.249 -2.019 2.029  0.226
H10 1.002 -3.073 0.948  0.248
H11 0.900 2.199 0.037  0.254
H12 -0.425 1.354 1.859  0.454
H13 -0.723 -0.240 1.928  0.432
H14 -3.959 1.880 -1.595  0.446
H15 -4.410 0.268 -1.530  0.429
H16 1.513 -1.110 -0.562  0.421

Computed properties:
* maximum force: 0.1130 hartree/bohr
* charge: +1
* orbital gap: 11.34 eV
* energy above the lowest of the compared OMol25 structures with the same formula, charge and spin: 0.0 kcal per mole
* DFT total energy: -986.98992 Ha

=====

[3]
C7H16NO | ωB97M-V/def2-TZVPD

Last column: natural (NBO) charge in e.
Atoms and positions in Å:
C1 -1.118 0.957 1.308  -0.399
C2 -1.387 0.867 -0.148  -0.272
C3 -0.242 0.109 0.419  0.106
C4 -2.797 0.444 -0.623  -0.593
C5 1.707 -0.191 -1.472  -0.637
C6 2.056 -0.337 0.892  -0.702
C7 1.205 0.447 -0.120  0.252
N1 -0.509 -1.402 0.408  -0.670
O1 1.367 1.837 0.009  -0.701
H1 -0.677 1.918 1.798  0.273
H2 -1.760 0.519 1.942  0.216
H3 -1.205 1.749 -0.794  0.266
H4 -3.529 0.586 0.127  0.229
H5 -2.733 -0.664 -0.889  0.170
H6 -3.124 0.912 -1.530  0.247
H7 1.188 -1.185 -1.679  0.192
H8 2.776 -0.185 -1.521  0.243
H9 1.341 0.313 -2.343  0.239
H10 2.339 -1.420 0.702  0.232
H11 3.129 0.216 0.856  0.245
H12 1.740 -0.180 1.964  0.236
H13 0.334 -1.800 0.488  0.438
H14 -0.830 -1.707 -0.513  0.436
H15 -1.282 -1.549 1.080  0.460
H16 2.216 2.121 0.199  0.493

Computed properties:
* maximum force: 0.1049 hartree/bohr
* charge: +1
* orbital gap: 11.01 eV
* energy above the lowest of the compared OMol25 structures with the same formula, charge and spin: 69.1 kcal per mole
* DFT total energy: -405.96431 Ha

=====

[4]
C7H16NO2 | ωB97M-V/def2-TZVPD

Last column: natural (NBO) charge in e.
Atoms and positions in Å:
C1 -1.174 -0.061 -0.027  0.955
C2 1.961 0.088 1.551  -0.650
C3 2.155 -1.241 -0.591  -0.650
C4 1.581 1.219 -0.811  -0.658
C5 -2.611 1.949 -0.335  -0.436
C6 -2.209 -2.275 0.120  -0.280
C7 1.416 -0.062 0.029  0.309
N1 -1.388 1.256 -0.141  -0.556
O1 -2.262 -0.765 -0.064  -0.463
O2 0.009 -0.654 0.300  -0.510
H1 1.550 0.979 2.074  0.219
H2 1.866 -0.809 2.212  0.245
H3 3.055 0.417 1.448  0.235
H4 1.739 -1.726 -1.598  0.231
H5 1.970 -2.051 0.153  0.230
H6 3.144 -1.047 -0.843  0.242
H7 1.085 1.031 -1.686  0.229
H8 1.311 2.129 -0.269  0.213
H9 2.702 1.373 -0.881  0.265
H10 -3.451 1.255 -0.566  0.246
H11 -2.899 2.642 0.462  0.239
H12 -2.438 2.495 -1.282  0.227
H13 -2.860 -2.646 -0.647  0.224
H14 -1.111 -2.678 -0.093  0.229
H15 -2.507 -2.631 1.242  0.243
H16 -0.634 1.815 0.243  0.424

Computed properties:
* maximum force: 0.0872 hartree/bohr
* charge: +1
* orbital gap: 11.92 eV
* energy above the lowest of the compared OMol25 structures with the same formula, charge and spin: 22.8 kcal per mole
* DFT total energy: -481.24887 Ha

=====

What is the formula in the second record? C7H16N4O2P

=====

Repeat the third record exactly.
C7H16NO | ωB97M-V/def2-TZVPD

Last column: natural (NBO) charge in e.
Atoms and positions in Å:
C1 -1.118 0.957 1.308  -0.399
C2 -1.387 0.867 -0.148  -0.272
C3 -0.242 0.109 0.419  0.106
C4 -2.797 0.444 -0.623  -0.593
C5 1.707 -0.191 -1.472  -0.637
C6 2.056 -0.337 0.892  -0.702
C7 1.205 0.447 -0.120  0.252
N1 -0.509 -1.402 0.408  -0.670
O1 1.367 1.837 0.009  -0.701
H1 -0.677 1.918 1.798  0.273
H2 -1.760 0.519 1.942  0.216
H3 -1.205 1.749 -0.794  0.266
H4 -3.529 0.586 0.127  0.229
H5 -2.733 -0.664 -0.889  0.170
H6 -3.124 0.912 -1.530  0.247
H7 1.188 -1.185 -1.679  0.192
H8 2.776 -0.185 -1.521  0.243
H9 1.341 0.313 -2.343  0.239
H10 2.339 -1.420 0.702  0.232
H11 3.129 0.216 0.856  0.245
H12 1.740 -0.180 1.964  0.236
H13 0.334 -1.800 0.488  0.438
H14 -0.830 -1.707 -0.513  0.436
H15 -1.282 -1.549 1.080  0.460
H16 2.216 2.121 0.199  0.493

Computed properties:
* maximum force: 0.1049 hartree/bohr
* charge: +1
* orbital gap: 11.01 eV
* energy above the lowest of the compared OMol25 structures with the same formula, charge and spin: 69.1 kcal per mole
* DFT total energy: -405.96431 Ha

=====

What is the formula in the third record? C7H16NO

=====

What is the formula in the fourth record? C7H16NO2